[1]
Entry from the Open Molecules 2025 dataset: a structure of composition C5H7NO (ωB97M-V with the def2-TZVPD basis set).

```
14
Properties=species:S:1:pos:R:3:forces:R:3
O 1.323117 -0.170828 1.099771 0.2328 0.0245 0.3577
C 2.223248 -0.476516 -0.555959 0.4259 -0.2428 -0.8624
C 1.027463 -0.103913 -1.173833 -0.0111 0.1757 0.6206
C 0.372791 0.192724 -0.063017 0.2270 -0.3037 0.3233
C -0.966739 0.521012 0.431048 0.2524 0.2667 -0.0448
C -2.078309 0.357078 -0.514705 -0.1303 0.2523 -0.2815
N -1.976119 -0.532875 0.635568 0.0900 -0.1824 0.0350
H 1.787478 0.587849 1.490008 -0.5205 0.1401 -0.0278
H 3.078785 0.199650 -0.488105 -0.1503 0.0413 -0.0227
H 2.504229 -1.514401 -0.406712 -0.1203 -0.1028 -0.0329
H -1.007298 1.309428 1.183543 -0.0507 -0.1356 -0.1661
H -1.818902 -0.029023 -1.497363 -0.0691 0.0768 0.1258
H -2.873211 1.088754 -0.477859 -0.1726 -0.1302 -0.0580
H -1.596534 -1.428942 0.337610 -0.0032 0.1199 0.0338
```
Forces are in eV/Å.

Values from the calculation:
E_HOMO, eV: -8.9355
M, g/mol: 97.1
Net charge: 0
Energy relative to the best compared isomer or geometry (same formula, charge and spin), eV: 6.2047
Electronic energy, eV: -8829.99814
E_LUMO, eV: 0.416

Now the natural (NBO) charges, all in e: -0.709, -0.038, -0.275, 0.134, -0.158, -0.239, -0.565, 0.482, 0.192, 0.205, 0.207, 0.211, 0.198, 0.353

---

[2]
Entry from the Open Molecules 2025 dataset: the ion C8H15N2O2 with charge +1 at a distorted geometry (ωB97M-V with the def2-TZVPD basis set).

```
27
Properties=species:S:1:pos:R:3:forces:R:3
C 0.566373 -1.811576 -2.155790 0.5667 2.5878 1.0868
C 0.080693 -0.438516 -2.792123 -1.4584 -1.3387 -1.6288
C 1.757988 0.641245 0.210062 0.7164 -0.1067 0.6302
C 1.290189 1.243325 1.586055 1.7447 1.7587 1.7420
C 0.619612 -0.126075 -0.432243 -0.4837 0.5797 1.6307
C -0.681653 0.047428 1.533225 -3.1091 -0.5714 -3.5428
C -1.654821 0.964785 0.806404 0.1146 2.5456 1.7069
C -1.471315 -1.150895 2.014178 0.8709 -2.8342 1.1193
N 0.912407 -1.425913 -0.861110 0.5920 -1.0213 -0.2902
N -0.068811 0.510602 -1.679854 -0.1531 1.2274 2.3148
O 0.607433 -2.875307 -2.667210 0.0826 -0.3836 -0.3815
O 0.301198 0.478952 2.260513 1.3346 -0.5702 0.4998
H 0.712411 -0.051821 -3.655451 -0.7804 -0.5766 1.3390
H -0.943842 -0.718394 -3.123686 0.7107 0.5982 -0.3618
H 2.051861 1.568189 -0.297623 0.0716 -0.3431 -0.4907
H 2.753583 0.008833 0.309936 -2.2141 1.1171 -0.0304
H 2.219328 1.334796 2.296739 -1.9093 -0.3675 -1.1862
H 0.879806 2.304533 1.557453 0.6061 -1.2072 -0.6520
H -2.572424 1.222173 1.418388 0.9928 -0.4293 -0.2376
H -2.096894 0.523720 -0.071938 0.0060 -0.2844 -0.3793
H -1.179340 1.974021 0.640722 -0.5009 -0.9020 -0.3933
H -0.807903 -2.097667 1.883934 -1.1816 1.4025 0.3717
H -2.507469 -1.417295 1.635679 1.5017 0.9470 -0.5454
H -1.726928 -1.098925 3.110162 0.8782 0.2813 -0.7540
H 1.685639 -1.861490 -0.368020 -0.4898 -0.4873 -0.1960
H 0.312074 1.452634 -1.822110 0.5067 -0.4565 -0.4040
H -1.039196 0.798639 -1.336293 0.9842 -1.1650 -0.9674
```
Forces are in eV/Å.

Values from the calculation:
E_HOMO, eV: -11.6910
M, g/mol: 171.2
Net charge: +1
Energy relative to the best compared isomer or geometry (same formula, charge and spin), eV: 2.3611
Electronic energy, eV: -15604.35865
E_LUMO, eV: -3.313

Now the natural (NBO) charges, all in e: 0.684, -0.362, -0.524, -0.081, 0.190, 0.495, -0.716, -0.727, -0.671, -0.562, -0.493, -0.474, 0.275, 0.256, 0.240, 0.254, 0.237, 0.194, 0.258, 0.204, 0.218, 0.249, 0.255, 0.271, 0.435, 0.439, 0.455

---

[3]
Entry from the Open Molecules 2025 dataset: a structure of composition C5H8O (ωB97M-V with the def2-TZVPD basis set).

```
14
Properties=species:S:1:pos:R:3:forces:R:3
C -0.901534 -1.319259 0.734431 -0.0304 -0.0176 0.0517
C 0.003104 -0.694765 -0.308603 0.1548 -0.1194 0.0390
C -0.846732 1.019958 -0.738385 -0.1458 0.0279 -0.0277
O -0.065183 2.020855 -0.928448 0.0917 -0.1199 0.1362
C 1.214134 -0.141624 0.029404 0.0041 0.4924 -0.1134
C 1.971598 0.863928 0.065862 -0.0016 -0.5117 0.1436
H -0.853661 -0.764108 1.676483 -0.0054 -0.0869 -0.1492
H -0.615696 -2.358280 0.927546 -0.0399 0.1472 -0.0122
H -1.939861 -1.321918 0.383813 0.1518 0.0209 0.0377
H 0.009110 -1.221552 -1.265355 -0.0030 0.0998 0.1093
H -1.345730 0.603876 -1.625318 0.1058 0.0376 0.1066
H -1.482895 1.030506 0.162929 0.1476 0.0000 -0.1110
H 1.100769 1.691395 -0.370345 -0.2741 0.0672 -0.1633
H 2.987683 1.138411 0.294088 -0.1556 -0.0375 -0.0474
```
Forces are in eV/Å.

Values from the calculation:
E_HOMO, eV: -9.4374
M, g/mol: 84.1
Net charge: 0
Energy relative to the best compared isomer or geometry (same formula, charge and spin), eV: 4.0315
Electronic energy, eV: -7358.22381
E_LUMO, eV: 0.622

Now the natural (NBO) charges, all in e: -0.616, -0.339, 0.109, -0.664, 0.175, -0.473, 0.220, 0.222, 0.216, 0.235, 0.155, 0.134, 0.366, 0.260